DFT (the ωB97M-V functional and the def2-TZVPD basis) results for a structure of composition C21H26FeN6O5.

Results
* lowest unoccupied orbital energy (alpha / beta): -3.32 / -3.06 eV
* DFT total energy: -75760.654 eV
* multiplicity: 2
* energy relative to the best compared isomer or geometry (same formula, charge and spin): 0.000 eV
* charge: +1
* Kohn-Sham gap (alpha / beta): 0.2669 / 0.2765 Ha

```
59
Properties=species:S:1:pos:R:3:lowdin_spin:R:1
Fe -1.1533 0.5964 -0.4135 0.962
C -4.3773 -1.1779 1.5404 0.001
O -5.2288 -1.2885 0.4051 0.000
C -4.7151 -1.3392 -0.8500 0.001
C -5.4637 -2.0469 -1.7765 0.000
C -5.0858 -2.1400 -3.1122 -0.001
C -3.9290 -1.5256 -3.5332 0.001
C -3.1499 -0.8060 -2.6186 -0.002
C -1.9274 -0.2122 -3.0838 -0.004
N -1.0353 0.2976 -2.3117 -0.015
N 0.1456 0.7248 -2.9056 -0.002
C 0.8466 1.3669 -2.0263 0.002
O 0.4128 1.5553 -0.8015 0.022
C 2.1784 1.9016 -2.3796 0.000
C 2.6940 1.7257 -3.6626 0.000
C 3.9504 2.2155 -3.9743 0.000
C 4.6975 2.8852 -3.0133 0.001
C 4.1814 3.0742 -1.7395 0.000
C 2.9233 2.5852 -1.4224 0.001
C -3.5449 -0.6754 -1.2728 0.000
O -2.8910 0.1152 -0.4266 0.040
H -5.0168 -1.3630 2.3991 0.000
H -3.9224 -0.1950 1.6214 0.000
H -3.5995 -1.9490 1.5108 0.000
H -6.3676 -2.5240 -1.4208 0.000
H -5.6969 -2.6990 -3.8064 0.000
H -3.6076 -1.5909 -4.5649 0.000
H -1.6988 -0.2356 -4.1461 0.000
H 2.1021 1.2069 -4.4037 0.000
H 4.3484 2.0794 -4.9709 0.000
H 5.6777 3.2698 -3.2624 0.000
H 4.7532 3.6169 -0.9982 0.000
H 2.4973 2.7598 -0.4437 0.000
N -0.3491 -1.1317 -0.0698 -0.023
C -0.3637 -1.4018 1.3968 0.000
C 0.9862 -1.8788 1.9462 0.000
C 2.2545 -1.1415 1.4892 0.000
C 2.2805 0.3921 1.5876 0.000
N 1.6813 0.9567 2.7970 0.000
C 2.0126 0.6574 4.0460 0.000
N 1.1125 0.8389 5.0089 0.000
N 3.2378 0.1959 4.3199 0.000
C -0.8469 -0.1601 2.1609 0.002
O -0.9222 -0.2263 3.3801 0.003
O -1.0644 0.8991 1.4651 0.012
H -0.8508 -1.8480 -0.5882 0.000
H 0.5988 -1.1113 -0.4394 0.000
H -1.1077 -2.1766 1.5826 0.000
H 1.1187 -2.9369 1.7138 0.000
H 0.8918 -1.8161 3.0313 0.000
H 2.4996 -1.3803 0.4490 0.000
H 3.0749 -1.5711 2.0672 0.000
H 1.7158 0.8400 0.7708 0.000
H 3.3065 0.7488 1.4663 0.000
H 0.7762 1.3928 2.6754 0.000
H 0.1346 0.7438 4.7362 0.000
H 1.3530 0.6655 5.9699 0.000
H 3.9743 0.2875 3.6419 0.000
H 3.4978 -0.0457 5.2601 0.000
```